# 1
This record from the OMol25 dataset describes C20H22F2N2O5S in the gas phase at a distorted geometry. The level of theory is ωB97M-V with the def2-TZVPD basis set.

Properties
Electronic energy (eV): -50585.4041
Largest force on an atom (eV/Å): 1.2
SMILES string: CCN(CC)S(=O)(=O)c1ccc(C(=O)NCCOC(=O)c2ccc(F)cc2F)cc1
Lowest unoccupied orbital energy (eV): 0.18
HOMO energy (eV): -9.30
Energy relative to the best compared isomer or geometry (same formula, charge and spin) (eV): 0.1166

Element x y z (Å)
C: -4.8548 -0.1371 2.2257
C: -5.4809 -0.9342 1.0809
N: -4.5304 -1.5353 0.1817
C: -3.7983 -2.7236 0.5380
C: -2.4925 -2.4590 1.2890
S: -4.2879 -0.8628 -1.3085
O: -3.8263 -1.8913 -2.1950
O: -5.4572 -0.1110 -1.6579
C: -2.9393 0.2940 -1.0479
C: -3.2118 1.5577 -0.5601
C: -2.1635 2.4239 -0.3087
C: -0.8484 2.0216 -0.5329
C: 0.2364 3.0129 -0.2491
O: 0.0594 4.2119 -0.3303
N: 1.4104 2.4698 0.1536
C: 2.6044 3.2600 0.3189
C: 3.5886 2.9967 -0.8255
O: 3.8802 1.6019 -0.8890
C: 4.9642 1.1601 -0.2511
O: 5.7731 1.8613 0.2991
C: 5.0746 -0.3254 -0.3210
C: 6.3405 -0.9024 -0.2376
C: 6.5074 -2.2713 -0.2939
C: 5.3841 -3.0727 -0.4230
F: 5.5306 -4.4030 -0.4777
C: 4.1070 -2.5431 -0.4867
C: 3.9718 -1.1686 -0.4363
F: 2.7261 -0.6622 -0.4622
C: -0.5927 0.7561 -1.0566
C: -1.6445 -0.1069 -1.3139
H: -4.3986 -0.7967 2.9591
H: -5.6267 0.4429 2.7251
H: -4.0960 0.5432 1.8470
H: -6.1308 -1.7172 1.4895
H: -6.0894 -0.2753 0.4594
H: -3.5766 -3.2317 -0.4029
H: -4.4489 -3.3689 1.1373
H: -2.6784 -2.0262 2.2675
H: -1.8625 -1.7769 0.7240
H: -1.9597 -3.3971 1.4233
H: -4.2386 1.8498 -0.4070
H: -2.3396 3.4231 0.0599
H: 1.5312 1.4694 0.1343
H: 2.3061 4.3104 0.3145
H: 3.0801 3.0146 1.2736
H: 4.5141 3.5592 -0.6732
H: 3.1368 3.2509 -1.7860
H: 7.1897 -0.2459 -0.1285
H: 7.4842 -2.7230 -0.2371
H: 3.2424 -3.1813 -0.5710
H: 0.4140 0.4443 -1.2923
H: -1.4831 -1.0855 -1.7385

***

# 2
This record from the OMol25 dataset describes C20H22N11PRu as an isolated structure at a distorted geometry. The level of theory is ωB97M-V with the def2-TZVPD basis set.

Properties
Electronic energy (eV): -49340.4520
Largest force on an atom (eV/Å): 1.8
Lowest unoccupied orbital energy (spin up / spin down) (eV): -10.25 / -10.23
Charge: +2
HOMO energy (spin up / spin down) (eV): -15.20 / -15.22
Energy relative to the best compared isomer or geometry (same formula, charge and spin) (eV): 0.3465

Element x y z (Å)
Ru: 0.6840 -0.7374 0.9643
N: 2.2450 2.0779 2.0473
C: 1.4559 1.4420 2.9318
N: 1.2316 1.8335 4.1915
N: 0.3920 0.9558 4.6708
N: 0.0899 0.0413 3.7532
N: 0.7505 0.3190 2.6534
C: 2.4398 1.6943 0.7608
N: 3.1739 2.3667 -0.1217
N: 3.0739 1.6810 -1.2372
N: 2.3127 0.6177 -1.0656
N: 1.8933 0.5999 0.1834
H: 2.7175 2.9280 2.3577
C: 3.0671 -4.0064 -2.7873
C: 2.1834 -3.5808 -1.6725
C: 1.3946 -4.3384 -0.7951
C: 0.7652 -3.4220 0.0220
N: 1.1424 -2.1726 -0.3176
N: 2.0155 -2.2970 -1.3416
C: -0.2048 -3.5276 1.1567
H: 2.4702 -4.4535 -3.5823
H: 3.7699 -4.7606 -2.4353
H: 3.6269 -3.1675 -3.1954
H: 1.3127 -5.4114 -0.7755
H: 2.3757 -1.4574 -1.7823
H: -1.2308 -3.6403 0.8060
H: -0.1736 -2.6288 1.8187
H: 0.0176 -4.3634 1.8178
C: -2.5868 -0.3304 1.5181
P: -1.2920 0.3870 0.4945
C: -1.6896 0.1336 -1.2279
C: -2.1052 1.2018 -2.0280
C: -2.4891 0.9684 -3.3393
C: -2.4630 -0.3195 -3.8538
C: -2.0629 -1.3874 -3.0567
C: -1.6793 -1.1634 -1.7487
C: -1.0664 2.1142 0.8772
C: -0.2778 2.9312 0.0601
C: -0.0597 4.2523 0.4143
C: -0.6156 4.7620 1.5833
C: -1.3960 3.9538 2.4004
C: -1.6262 2.6321 2.0507
H: -3.4921 0.2592 1.3549
H: -2.3180 -0.3413 2.5738
H: -2.7727 -1.3526 1.1872
H: -2.1530 2.2057 -1.6303
H: -2.8174 1.7937 -3.9558
H: -2.7653 -0.4947 -4.8775
H: -2.0614 -2.3915 -3.4579
H: -1.3799 -2.0068 -1.1357
H: 0.1594 2.5478 -0.8557
H: 0.5403 4.8850 -0.2265
H: -0.4452 5.7960 1.8523
H: -1.8328 4.3514 3.3061
H: -2.2439 2.0204 2.6950

***

# 3
This record from the OMol25 dataset describes C20H22N2O2S3Ti as an isolated structure. The level of theory is ωB97M-V with the def2-TZVPD basis set.

Properties
Electronic energy (eV): -83790.9824
Largest force on an atom (eV/Å): 1.0
Lowest unoccupied orbital energy (spin up / spin down) (eV): -2.81 / -3.03
Multiplicity: 2
Charge: +1
HOMO energy (spin up / spin down) (eV): -10.89 / -11.02
Energy relative to the best compared isomer or geometry (same formula, charge and spin) (eV): 0.0000

Element x y z (Å)
Ti: -0.0341 -0.6914 0.3950
C: -0.6340 2.1678 2.2485
C: 0.0091 1.3461 3.3597
S: 0.0397 -0.4408 3.0292
C: 1.7787 -0.8943 3.2804
C: 2.8212 -0.1258 2.4781
S: 2.5615 -0.1763 0.6790
C: 2.7920 1.5518 0.2140
C: 1.8078 2.5264 0.8481
S: 0.0941 2.0042 0.6003
H: -0.6344 3.2217 2.5291
H: -1.6750 1.8761 2.0977
H: -0.5543 1.5011 4.2796
H: 1.0280 1.6751 3.5582
H: 1.8038 -1.9569 3.0327
H: 2.0095 -0.8083 4.3427
H: 3.8004 -0.5564 2.6882
H: 2.8651 0.9161 2.7909
H: 2.6918 1.5542 -0.8729
H: 3.8168 1.8504 0.4368
H: 1.9394 3.5113 0.4005
H: 1.9949 2.6376 1.9150
O: 0.5442 -2.4507 0.3091
C: 1.3693 -2.9654 -0.6271
C: 2.2322 -3.9992 -0.2739
C: 3.0770 -4.5520 -1.2170
C: 3.0701 -4.1047 -2.5367
C: 2.2009 -3.1002 -2.9004
C: 1.3506 -2.4995 -1.9604
C: 0.4072 -1.4999 -2.4292
N: -0.2234 -0.7400 -1.6123
N: -1.2748 0.0526 -2.0794
C: -2.0925 0.2801 -1.0954
O: -1.8969 -0.1740 0.1358
C: -3.3123 1.0821 -1.3259
C: -4.2108 1.2792 -0.2806
C: -5.3554 2.0347 -0.4824
C: -5.6046 2.5945 -1.7271
C: -4.7110 2.3957 -2.7720
C: -3.5674 1.6409 -2.5764
H: 2.2129 -4.3648 0.7441
H: 3.7421 -5.3543 -0.9252
H: 3.7264 -4.5523 -3.2693
H: 2.1644 -2.7587 -3.9278
H: 0.1818 -1.4278 -3.4912
H: -4.0167 0.8227 0.6800
H: -6.0559 2.1800 0.3291
H: -6.4985 3.1827 -1.8875
H: -4.9092 2.8282 -3.7435
H: -2.8716 1.4805 -3.3880

***

# 4
This record from the OMol25 dataset describes C20H22N2O3 in the gas phase. The level of theory is ωB97M-V with the def2-TZVPD basis set.

Properties
Electronic energy (eV): -30219.8439
Largest force on an atom (eV/Å): 0.5
SMILES string: CCCCC1(CO)C(=O)N(c2ccccc2)N(c2ccccc2)C1=O
Lowest unoccupied orbital energy (eV): 0.67
HOMO energy (eV): -8.41
Energy relative to the best compared isomer or geometry (same formula, charge and spin) (eV): 1.8732

Element x y z (Å)
C: 2.7351 2.6840 -3.1275
C: 3.4423 3.0062 -1.8160
C: 2.5838 2.7232 -0.5816
C: 2.4046 1.2279 -0.3308
C: 1.4205 0.9150 0.8127
C: 1.8473 1.5672 2.1484
O: 1.2921 0.9224 3.2633
C: 0.0051 1.3171 0.4404
O: -0.4258 2.4318 0.2755
N: -0.7231 0.1627 0.3137
C: -2.1312 0.1083 0.3434
C: -2.7955 -0.7428 1.2199
C: -4.1775 -0.7718 1.2245
C: -4.8986 0.0512 0.3760
C: -4.2323 0.9117 -0.4802
C: -2.8501 0.9397 -0.5077
N: 0.0547 -0.9582 0.6460
C: -0.3650 -2.2630 0.3255
C: 0.0391 -3.3235 1.1289
C: -0.3545 -4.6097 0.8083
C: -1.1578 -4.8432 -0.2952
C: -1.5553 -3.7840 -1.0938
C: -1.1569 -2.4947 -0.7948
C: 1.3291 -0.5947 0.9663
O: 2.2162 -1.3475 1.3004
H: 1.7836 3.2081 -3.1816
H: 3.3470 2.9948 -3.9711
H: 2.5474 1.6176 -3.2257
H: 4.3715 2.4353 -1.7513
H: 3.7049 4.0660 -1.8137
H: 3.0604 3.1770 0.2887
H: 1.6055 3.1892 -0.7060
H: 2.0319 0.7464 -1.2384
H: 3.3653 0.7690 -0.0825
H: 1.4776 2.5947 2.1758
H: 2.9428 1.5713 2.2070
H: 1.7110 0.0581 3.3604
H: -2.2385 -1.3715 1.8978
H: -4.6913 -1.4358 1.9031
H: -5.9776 0.0261 0.3870
H: -4.7900 1.5615 -1.1374
H: -2.3250 1.6093 -1.1689
H: 0.6653 -3.1375 1.9856
H: -0.0370 -5.4322 1.4309
H: -1.4703 -5.8480 -0.5351
H: -2.1737 -3.9600 -1.9610
H: -1.4571 -1.6746 -1.4291

***

# 5
This record from the OMol25 dataset describes C20H22N2O3Pd as an isolated structure at a distorted geometry. The level of theory is ωB97M-V with the def2-TZVPD basis set.

Properties
Electronic energy (eV): -33696.5845
Largest force on an atom (eV/Å): 2.5
Lowest unoccupied orbital energy (spin up / spin down) (eV): 5.06 / 4.90
Charge: -2
HOMO energy (spin up / spin down) (eV): 2.70 / 2.20
Energy relative to the best compared isomer or geometry (same formula, charge and spin) (eV): 0.0000

Element x y z (Å)
C: 3.3450 3.0213 -3.5906
C: 3.9707 1.7744 -4.2296
H: 2.6420 3.5063 -4.2708
H: 4.1412 3.7515 -3.4063
H: 2.8397 2.8451 -2.6440
H: 3.2952 0.9292 -4.3305
H: 4.3208 2.0435 -5.2323
H: 4.8537 1.4476 -3.6763
C: -2.5626 1.5517 -0.5161
C: -3.9263 1.7037 -0.2400
C: -4.7732 0.5956 -0.2780
C: -4.2286 -0.6401 -0.5698
H: -1.8485 2.3781 -0.4668
H: -4.2893 2.6921 0.0091
H: -5.8437 0.6921 -0.0683
H: -4.8172 -1.5522 -0.5937
N: -2.0781 0.3679 -0.8764
C: -2.8522 -0.7460 -0.8458
C: -2.1723 -2.0022 -1.1220
N: -0.8537 -1.8900 -1.3798
C: -0.0946 -2.9680 -1.5664
C: -2.0401 -4.3999 -1.4298
C: -0.6706 -4.2434 -1.6131
H: 0.9693 -2.7784 -1.7012
H: -0.0252 -5.0916 -1.8073
C: -2.8054 -3.2658 -1.1655
H: -3.8760 -3.3232 -1.0047
H: -2.5180 -5.3823 -1.4826
Pd: -0.0027 0.1264 -1.4205
C: 1.8509 -0.3639 -1.5455
H: 1.9439 -0.7389 -2.5719
H: 2.0966 -1.1441 -0.8174
H: 2.4559 0.5338 -1.4027
O: 2.4169 -0.5004 2.5691
C: 1.7835 0.2045 3.5008
C: 2.4577 0.6655 4.6648
C: 1.7675 1.4162 5.6147
C: 0.4134 1.7267 5.4038
C: -0.2476 1.2738 4.2626
C: 0.4104 0.5219 3.2917
C: -0.3240 0.0888 2.0395
O: -1.5390 0.3562 1.9661
O: 0.3878 -0.5261 1.1444
H: 1.6715 -0.6538 1.8184
H: 3.5011 0.4055 4.8164
H: 2.2822 1.7564 6.5228
H: -0.1259 2.3332 6.1377
H: -1.3024 1.5011 4.1038

***

# 6
This record from the OMol25 dataset describes C20H22N2O5 in the gas phase at a distorted geometry. The level of theory is ωB97M-V with the def2-TZVPD basis set.

Properties
Electronic energy (eV): -34315.4851
Largest force on an atom (eV/Å): 1.0
SMILES string: C=CCc1cccc2cc(C(=O)N3CCN(C(=O)OCC)CC3)c(=O)oc12
Lowest unoccupied orbital energy (eV): -0.39
HOMO energy (eV): -9.08
Energy relative to the best compared isomer or geometry (same formula, charge and spin) (eV): 1.8484

Element x y z (Å)
C: -4.1880 -2.9762 0.4745
C: -4.9122 -2.3917 1.4089
C: -5.5054 -1.0120 1.3324
C: -5.0584 -0.2417 0.1275
C: -5.8408 -0.1228 -1.0063
C: -5.3996 0.5780 -2.1260
C: -4.1605 1.1731 -2.1264
C: -3.3375 1.0731 -0.9983
C: -2.0401 1.6676 -0.9140
C: -1.2743 1.5025 0.1872
C: 0.0376 2.2196 0.3196
O: 0.0959 3.4269 0.1713
N: 1.1200 1.4728 0.6038
C: 1.1532 0.0296 0.6735
C: 2.4483 -0.4949 0.0609
N: 3.5900 0.0706 0.7514
C: 4.8576 -0.2721 0.4221
O: 5.8458 0.2432 0.8875
O: 4.8691 -1.2868 -0.4733
C: 6.1590 -1.7179 -0.9043
C: 6.7016 -0.8308 -2.0161
C: 3.3467 1.2451 1.5623
C: 2.3779 2.1660 0.8375
C: -1.7804 0.7622 1.3437
O: -1.1798 0.5861 2.3758
O: -3.0308 0.2348 1.2343
C: -3.7924 0.3608 0.1218
H: -3.7987 -3.9712 0.6051
H: -3.9516 -2.4921 -0.4591
H: -5.1317 -2.9132 2.3312
H: -5.2122 -0.4701 2.2357
H: -6.5955 -1.1005 1.3333
H: -6.8157 -0.5869 -1.0197
H: -6.0363 0.6516 -2.9942
H: -3.8052 1.7215 -2.9853
H: -1.6740 2.2508 -1.7474
H: 0.3080 -0.3786 0.1149
H: 1.0621 -0.3028 1.7136
H: 2.4810 -1.5852 0.1407
H: 2.4870 -0.2345 -1.0053
H: 6.8421 -1.7094 -0.0491
H: 6.0105 -2.7420 -1.2536
H: 7.6519 -1.2235 -2.3659
H: 6.8540 0.1776 -1.6396
H: 6.0018 -0.7980 -2.8481
H: 2.9354 0.9544 2.5347
H: 4.3070 1.7388 1.7223
H: 2.8071 2.4847 -0.1206
H: 2.1705 3.0637 1.4255